This record from OMol25 describes C27H39N4SbTi as an isolated structure. The level of theory is ωB97M-V/def2-TZVPD.

**DFT total energy**: -2359.5163 a.u.
**Highest occupied orbital energy (spin up / spin down)**: -21.0 / -21.0 eV
**Orbital gap (spin up / spin down)**: 7.317 / 6.498 eV

The geometry in ORCA input format:
```
! wB97M-V def2-TZVPD RIJCOSX def2/J DEFGRID3
* xyz 4 1
H -0.99 -1.53 -2.36
C 3.34 2.16 2.88
N 0.20 1.39 -1.46
C 0.60 2.78 -3.36
H -4.78 -0.64 0.63
C -2.67 -0.51 0.29
C 3.33 -2.41 -0.92
H 3.97 -1.38 -2.71
C 2.30 -4.40 2.49
C 3.98 -3.75 -1.24
C -3.96 -0.87 -0.04
C -0.15 3.79 -2.77
N 1.58 0.79 1.25
C -4.18 -1.52 -1.25
H -3.26 -2.26 -3.06
H 1.19 -4.28 -2.58
H 4.93 -3.56 -1.74
H -0.51 0.46 3.29
H 4.20 -4.33 -0.35
H -0.29 4.74 -3.27
Sb 1.48 -2.67 0.17
C 1.91 -2.94 2.28
N -1.63 -0.77 -0.53
H 1.34 0.78 -3.09
C -0.73 3.58 -1.52
C 0.76 1.60 -2.68
H 1.01 -2.65 4.21
H 1.46 -5.08 2.32
H -2.34 2.21 0.26
C 1.13 1.43 2.35
N -1.00 0.93 1.29
H -1.39 -5.52 -0.13
H 3.97 -1.86 -0.22
C 0.26 -4.47 -2.05
H 1.11 -5.18 -0.20
C 3.05 -1.56 -2.16
H 2.78 -2.30 2.44
C 0.40 -4.42 -0.54
C -1.85 -1.38 -1.72
H 2.60 -4.53 3.53
H 2.64 -0.57 -1.90
H -0.50 -3.78 -2.41
H 2.35 -2.05 -2.84
C -2.27 0.18 1.56
H 3.37 -4.35 -1.91
H -1.33 4.36 -1.05
H 1.60 2.63 4.06
C -0.92 -4.59 0.20
C 2.91 0.85 0.94
H -3.04 0.86 1.93
H -1.03 3.04 1.08
C 1.98 2.12 3.19
C 0.75 -2.50 3.16
H -0.16 -3.08 2.97
H -1.62 -3.78 -0.03
H -5.19 -1.81 -1.53
H -2.07 -0.56 2.34
H 0.53 -1.43 3.02
Ti 0.26 -0.07 -0.09
H -0.07 -5.47 -2.33
C -1.27 2.17 0.46
C -0.34 1.28 2.59
H -0.78 2.18 3.01
H 3.14 -4.72 1.87
H 3.22 0.35 0.03
H 4.85 1.55 1.46
C -3.11 -1.77 -2.10
H -0.80 -4.66 1.28
C -0.55 2.37 -0.88
C 3.81 1.52 1.74
H 4.02 2.70 3.52
H 1.06 2.91 -4.33
*
```